(1)
DFT (the ωB97M-V functional and the def2-TZVPD basis) results for a 8-piece molecular cluster, C28H76N12O12 overall at a distorted geometry.

Each line ends with the Mulliken charge.
Cartesian coordinates (Å):
1 C 7.70619 0.14420 1.61507  -0.84
2 O 7.20906 -1.11219 1.26322  -0.10
3 C 7.33677 -1.40357 -0.12633  -0.73
4 C 6.40546 -2.63860 -0.34150  -0.32
5 N 6.03118 -2.81706 -1.73377  -0.25
6 C 4.75451 -3.51417 -1.86666  -1.18
7 C 3.57316 -2.67772 -1.44847  0.16
8 O 3.24021 -1.77355 -2.50236  -0.44
9 C 1.96873 -1.07567 -2.45297  -0.23
10 H 7.37125 0.24764 2.64716  0.22
11 H 7.46695 0.97754 0.95445  0.33
12 H 8.79322 0.06382 1.61939  0.33
13 H 8.36278 -1.66730 -0.38295  0.32
14 H 7.10629 -0.67920 -0.90754  0.38
15 H 5.49576 -2.46484 0.23327  0.24
16 H 6.86827 -3.51570 0.11082  0.19
17 H 6.37921 -2.14764 -2.40523  0.27
18 H 4.64449 -4.40525 -1.24863  0.36
19 H 4.66776 -3.89665 -2.88366  0.40
20 H 3.68180 -2.06887 -0.55092  0.22
21 H 2.76576 -3.37571 -1.22704  0.20
22 H 1.96230 -0.08564 -2.90893  0.22
23 H 1.82249 -0.88115 -1.39049  -0.09
24 H 1.21522 -1.78471 -2.79588  0.34
25 C 0.74401 0.54949 4.43501  -0.78
26 O 1.58860 -0.13984 5.39193  -0.39
27 C 2.43828 0.78813 6.10887  -0.67
28 C 3.52153 -0.13223 6.75639  -0.69
29 N 4.57705 -0.55497 5.86198  -0.31
30 C 5.42386 -1.46096 6.59658  -0.76
31 C 6.69705 -1.94587 5.88779  -0.59
32 O 6.46381 -2.59700 4.66728  -0.31
33 C 7.61099 -2.72750 3.85539  -0.58
34 H 0.08751 -0.07726 3.83144  0.36
35 H 1.42967 0.87945 3.65455  0.26
36 H 0.15240 1.37632 4.82800  0.32
37 H 1.79774 1.37616 6.76616  0.45
38 H 2.86387 1.58022 5.49279  0.37
39 H 3.02740 -0.98665 7.21888  0.38
40 H 3.87709 0.39794 7.63990  0.45
41 H 4.12839 -1.09898 5.13890  0.24
42 H 4.96250 -2.43170 6.77802  0.37
43 H 5.74683 -1.10799 7.57597  0.46
44 H 7.26360 -2.61258 6.53788  0.31
45 H 7.24766 -1.04097 5.63071  0.37
46 H 8.38058 -3.43999 4.15236  0.32
47 H 8.07350 -1.75112 3.71092  0.25
48 H 7.26853 -3.25346 2.96421  0.13
49 C -1.03486 -2.18551 -0.42509  -0.29
50 O -1.96266 -3.24600 -0.29513  -0.44
51 C -3.20928 -2.76438 0.17237  -0.42
52 C -4.14412 -3.91866 0.56386  -0.80
53 N -4.52310 -4.61949 -0.73785  -0.38
54 C -5.43949 -5.72158 -0.32390  -0.45
55 C -5.72552 -6.62268 -1.50205  -0.76
56 O -4.90036 -7.71962 -1.75268  -0.34
57 C -3.63381 -7.57486 -2.24406  -0.47
58 H -0.76519 -1.66590 0.49435  0.26
59 H -1.52562 -1.43985 -1.05059  0.25
60 H -0.17865 -2.63527 -0.92781  0.06
61 H -3.68603 -2.16347 -0.60205  0.30
62 H -3.12354 -2.15424 1.07152  0.38
63 H -4.92478 -3.45285 1.16525  0.40
64 H -3.56888 -4.53633 1.25356  0.35
65 H -3.64625 -4.90604 -1.14907  0.24
66 H -6.27588 -5.41230 0.30293  0.48
67 H -4.89945 -6.25149 0.46074  0.35
68 H -5.98710 -6.03202 -2.37999  0.37
69 H -6.68976 -7.07886 -1.27793  0.33
70 H -3.04265 -8.48235 -2.12114  0.28
71 H -3.19482 -6.69803 -1.76809  0.06
72 H -3.54768 -7.21918 -3.27078  0.30
73 C -2.22521 5.28067 -3.10879  -0.74
74 O -2.91490 4.23328 -3.75811  -0.42
75 C -3.91278 3.48454 -3.03699  0.08
76 C -5.26553 3.77395 -3.81065  -0.79
77 N -6.49345 3.31658 -3.21954  -0.39
78 C -6.66872 1.89429 -3.20857  -0.20
79 C -7.30881 1.59656 -4.59394  -0.83
80 O -6.41634 1.58452 -5.63155  -0.39
81 C -5.42997 0.55634 -5.34866  -0.59
82 H -1.52089 4.97739 -2.33417  0.27
83 H -2.89631 5.97348 -2.60112  0.40
84 H -1.66773 5.85307 -3.85020  0.27
85 H -3.82692 3.73968 -1.98076  0.40
86 H -3.77024 2.40483 -3.08185  -0.10
87 H -5.18772 3.41021 -4.83521  0.38
88 H -5.37923 4.85448 -3.89811  0.36
89 H -7.22678 3.65392 -3.82661  0.27
90 H -7.35633 1.52523 -2.44761  0.35
91 H -5.71172 1.38966 -3.07591  0.11
92 H -8.11185 2.31702 -4.74938  0.41
93 H -7.81410 0.63461 -4.68016  0.44
94 H -4.52957 0.94400 -4.87212  0.03
95 H -4.99695 0.27260 -6.30788  0.35
96 H -5.75411 -0.33433 -4.81037  0.37
97 N 0.28295 2.57004 -2.76403  -0.12
98 C -0.53098 1.64604 -3.19245  0.64
99 N -1.06452 1.91119 -4.32766  -0.44
100 O -0.83661 0.71897 -2.48957  -0.76
101 H 0.44890 3.40748 -3.30371  0.19
102 H 0.69397 2.63663 -1.84385  0.09
103 H -1.83115 1.32201 -4.61965  0.19
104 H -1.12375 2.89518 -4.54754  0.17
105 N 1.98508 4.42578 0.96561  -0.34
106 C 1.90905 5.07205 -0.17106  0.61
107 N 2.88445 5.84312 -0.29814  -0.38
108 O 1.02666 4.85266 -0.97711  -0.65
109 H 1.15247 3.87728 1.12689  0.17
110 H 2.68810 4.73376 1.62214  0.16
111 H 2.87470 6.40907 -1.13461  0.27
112 H 3.64763 5.92128 0.35878  0.14
113 N -4.49121 5.53727 2.26696  -0.41
114 C -3.65087 4.64438 1.93613  0.56
115 N -2.75353 4.55287 2.89909  -0.30
116 O -3.60406 4.08036 0.86251  -0.66
117 H -5.09999 5.97962 1.59331  0.25
118 H -4.35812 5.97170 3.16899  0.12
119 H -2.01402 3.88861 2.72025  0.21
120 H -2.85094 5.06649 3.76327  0.15
121 N 0.17174 0.82343 0.50490  0.19
122 C -0.74022 1.70483 0.84602  0.51
123 N -1.53905 2.03789 -0.06719  0.09
124 O -0.90990 2.15005 1.96782  -0.73
125 H 0.84960 0.44119 1.14873  0.24
126 H 0.17874 0.55000 -0.46735  -0.04
127 H -2.14729 2.82725 0.09732  -0.12
128 H -1.43345 1.62929 -0.98480  -0.06

HOMO level	-8.18	eV
DFT total energy	-2672.16973	hartree
structure (SMILES)	COCCNCCOC.COCCNCCOC.COCCNCCOC.COCCNCCOC.NC(N)=O.NC(N)=O.NC(N)=O.NC(N)=O

***

(2)
DFT (the ωB97M-V functional and the def2-TZVPD basis) results for a 19-piece molecular cluster, C28H76N3O20PS overall at a distorted geometry.

Each line ends with the Mulliken charge.
Cartesian coordinates (Å):
1 C 0.95909 -1.51770 5.09271  -1.30
2 C -0.36224 -2.28384 5.08220  -0.07
3 O -1.09475 -2.00978 3.90044  -0.38
4 C -1.87422 -3.10202 3.44246  -0.64
5 C -1.18848 -3.76293 2.25643  0.49
6 C -1.18163 -2.86517 1.05418  0.14
7 C -2.33594 -2.43662 0.40934  -0.62
8 C -2.32048 -1.57051 -0.68045  0.12
9 C -3.62639 -1.14662 -1.28510  -1.83
10 C -4.00099 0.31036 -1.01478  -0.14
11 C -4.76815 0.43189 0.30353  0.29
12 N -4.90135 1.81582 0.78604  -0.73
13 C -1.06865 -1.14826 -1.15049  1.62
14 C 0.10112 -1.60222 -0.55106  -0.30
15 C 0.03452 -2.43504 0.55634  -0.75
16 N 1.40222 -1.25432 -1.03198  0.96
17 C 1.90676 -2.10964 -2.15367  0.90
18 C 0.97882 -3.25899 -2.51860  -1.38
19 C 3.34386 -2.57313 -1.86908  -0.76
20 C 3.61828 -3.06596 -0.44143  -1.02
21 C 1.54603 0.12829 -1.30186  -1.93
22 C 2.68036 0.78969 -0.84685  -1.00
23 C 2.82218 2.13466 -1.12770  0.36
24 O 3.99311 2.80810 -0.64316  -0.40
25 C 4.13158 2.69585 0.63003  0.58
26 N 4.18970 2.63569 1.76508  -0.70
27 C 1.89886 2.86517 -1.85658  1.06
28 P 2.09643 4.62498 -2.32380  0.23
29 C 3.86971 5.02670 -2.67783  -0.39
30 C 4.63214 5.76055 -1.57194  -1.35
31 C 1.41900 5.72960 -1.00909  -0.91
32 C 1.21673 5.06709 0.34923  -0.54
33 C 0.75064 2.19557 -2.28315  -0.86
34 C 0.57580 0.84388 -2.01021  1.26
35 S -0.85956 -0.06017 -2.55368  -0.33
36 H 0.86135 -0.59694 5.66100  0.29
37 H 1.28398 -1.29174 4.08043  0.26
38 H 1.74113 -2.10052 5.57370  0.34
39 H -0.13581 -3.33577 5.22372  0.45
40 H -0.93083 -1.91665 5.93451  0.31
41 H -2.01998 -3.82747 4.24214  0.43
42 H -2.84567 -2.69486 3.15408  -0.43
43 H -0.15599 -3.90316 2.56728  -0.43
44 H -1.61794 -4.73468 2.04709  0.16
45 H -3.30191 -2.75575 0.78380  0.57
46 H -4.40072 -1.73579 -0.79276  0.42
47 H -3.68864 -1.40802 -2.33937  0.50
48 H -4.66097 0.66933 -1.80581  0.33
49 H -3.15236 0.98070 -1.02638  0.12
50 H -5.77842 0.07496 0.09769  0.42
51 H -4.32308 -0.18570 1.07953  -0.53
52 H -3.96767 2.14385 1.02682  0.19
53 H -5.16129 2.38125 -0.01803  0.33
54 H 0.95248 -2.76803 1.01564  -0.05
55 H 1.95347 -1.47554 -3.04227  0.12
56 H 0.07451 -2.91568 -3.00787  0.25
57 H 1.50749 -3.84234 -3.27035  0.28
58 H 0.75498 -3.94829 -1.71203  0.34
59 H 4.01360 -1.74089 -2.08295  0.36
60 H 3.61817 -3.36451 -2.56144  0.49
61 H 4.53814 -2.62062 -0.07044  0.35
62 H 3.75236 -4.14472 -0.40281  0.31
63 H 2.83612 -2.79846 0.25909  0.13
64 H 3.42342 0.25650 -0.27250  0.73
65 H 3.87715 5.65157 -3.56615  0.69
66 H 4.37929 4.09569 -2.89258  0.27
67 H 5.63940 5.96647 -1.93111  0.43
68 H 4.75085 5.16151 -0.67526  0.13
69 H 4.17313 6.69887 -1.27652  0.36
70 H 2.10649 6.56669 -0.90183  0.51
71 H 0.49351 6.13595 -1.39970  0.45
72 H 0.77725 4.08479 0.24144  -0.08
73 H 0.53715 5.68476 0.92814  0.54
74 H 2.16358 5.04620 0.88379  -0.06
75 H -0.00349 2.71204 -2.85576  0.39
76 O -1.34443 -0.84453 8.00554  -0.57
77 H -1.97019 -1.00540 8.71920  0.28
78 H -1.26407 0.11406 7.97014  0.27
79 O 0.99076 -5.88490 -0.28779  -0.63
80 H 0.13572 -5.62165 0.07954  0.24
81 H 0.95436 -6.84740 -0.29600  0.31
82 O -1.23413 3.54384 -4.69782  -0.54
83 H -2.11295 3.39889 -5.06223  0.26
84 H -0.68822 3.77179 -5.45928  0.28
85 O -8.06866 2.21587 1.18512  -0.69
86 H -8.42634 1.35939 1.43591  0.29
87 H -7.17389 2.02318 0.87329  0.41
88 O -5.49353 -2.14805 2.47547  -0.72
89 H -5.09395 -2.48102 3.28815  0.23
90 H -5.42167 -1.19069 2.56196  0.34
91 O 4.48633 5.74510 2.25448  -0.66
92 H 3.77923 5.91254 2.88461  0.29
93 H 4.60862 4.78731 2.28381  0.31
94 O 1.86667 -5.06234 2.78644  -0.61
95 H 2.82036 -5.08290 2.91294  0.31
96 H 1.74921 -5.16449 1.83243  0.27
97 O -0.86923 -6.67090 2.27094  -0.49
98 H -0.08541 -6.81279 2.81732  0.28
99 H -1.49385 -7.34476 2.56286  0.24
100 O 0.63772 -5.91360 -4.87215  -0.64
101 H 0.80339 -5.82579 -3.92778  0.37
102 H 1.19520 -5.24169 -5.27605  0.33
103 O 2.01952 4.55995 -5.90705  -0.68
104 H 2.32663 4.77175 -5.01682  0.25
105 H 2.45569 5.20846 -6.47362  0.24
106 O 2.73725 1.67066 -6.62669  -0.65
107 H 2.72345 2.63265 -6.52933  0.36
108 H 1.93048 1.38287 -6.18835  0.31
109 O 1.91888 7.42177 -6.27228  -0.62
110 H 1.90385 8.37657 -6.15636  0.29
111 H 1.13214 7.10146 -5.81684  0.31
112 O 4.88937 2.32220 -4.27004  -0.64
113 H 4.16565 1.86709 -4.72178  0.34
114 H 4.99266 1.84628 -3.43906  0.29
115 O -1.24597 6.97429 0.94943  -0.58
116 H -1.24980 7.91014 1.17527  0.28
117 H -2.02234 6.61803 1.39472  0.28
118 O -3.38159 -6.00068 0.49166  -0.68
119 H -4.15224 -5.44014 0.63352  0.32
120 H -2.63016 -5.42731 0.67321  0.37
121 O -0.38795 -4.40068 7.39249  -0.63
122 H -0.46612 -3.48258 7.67870  0.32
123 H -1.19208 -4.82159 7.71133  0.30
124 O -5.52375 -5.19045 2.64544  -0.57
125 H -6.11958 -5.50429 3.33210  0.29
126 H -5.57374 -4.22860 2.69958  0.42
127 O -2.12312 2.74022 0.55632  -0.60
128 H -1.55536 3.17235 1.20274  0.26
129 H -1.50711 2.32459 -0.06079  0.30

HOMO level	-7.86	eV
DFT total energy	-3521.05029	hartree

***

> Which value of DFT total energy does entry 2 give?

-3521.05029 hartree

***

> Which of these has the lowest HOMO level?

C28H76N12O12